C17H18N2O4 | wB97M-V/def2-TZVPD

XYZ file:
```
41
Properties=species:S:1:pos:R:3
C -0.565 -2.581 -2.735
C -0.939 -2.531 -1.263
O -1.603 -1.301 -1.037
C -1.976 -0.968 0.226
C -1.852 -1.776 1.347
C -2.250 -1.306 2.589
C -2.774 -0.035 2.729
C -2.907 0.779 1.615
C -2.515 0.326 0.366
N -2.620 1.150 -0.777
C -1.670 2.096 -1.114
O -1.551 2.496 -2.253
N -0.939 2.582 -0.064
C 0.371 3.142 -0.310
C 1.462 2.133 -0.038
C 2.623 2.502 0.623
C 3.633 1.587 0.911
C 3.427 0.286 0.523
C 2.261 -0.095 -0.142
C 1.272 0.806 -0.440
O 2.305 -1.442 -0.400
C 3.548 -1.889 0.098
O 4.235 -0.809 0.691
H -1.457 -2.500 -3.351
H -0.062 -3.518 -2.955
H 0.099 -1.756 -2.974
H -0.034 -2.584 -0.644
H -1.603 -3.368 -1.006
H -1.437 -2.768 1.264
H -2.144 -1.945 3.452
H -3.081 0.324 3.699
H -3.321 1.772 1.701
H -2.988 0.685 -1.598
H -1.044 2.100 0.818
H 0.382 3.446 -1.362
H 0.512 4.029 0.314
H 2.753 3.530 0.924
H 4.535 1.881 1.422
H 0.386 0.500 -0.971
H 4.150 -2.301 -0.728
H 3.380 -2.676 0.851
```

Values from the calculation:
- SMILES: CCOc1ccccc1NC(=O)NCc1ccc2c(c1)OCO2
- LUMO energy: 0.02293 Ha
- Charge: 0
- Strongest force on any atom: 1.3 eV Å⁻¹
- E_tot: -1069.0928 a.u.